No. 1
The following is a quantum chemistry calculation of a molecular structure, C13H8AuN3O7, from OMol25.

Calculated values
LUMO (alpha / beta) = -1.48 / -3.42 eV
Highest occupied orbital energy (alpha / beta) = -8.546 / -9.486 eV

Structure (ORCA input):
```
! wB97M-V def2-TZVPD RIJCOSX def2/J DEFGRID3
* xyz 0 3
Au 0.50 1.22 1.50
O -4.82 3.80 0.01
C -3.61 3.30 0.36
C -2.43 3.73 -0.24
C -1.25 3.16 0.17
N -1.26 2.23 1.12
C -2.37 1.79 1.70
C -3.59 2.31 1.34
C -2.18 0.68 2.72
O -3.15 0.20 3.26
O -0.94 0.35 2.94
C 0.12 3.50 -0.41
O 0.18 4.31 -1.30
O 1.11 2.86 0.14
H -4.71 4.46 -0.69
H -2.39 4.49 -1.01
H -4.49 1.94 1.81
O 2.28 0.05 1.75
N 2.61 -0.94 1.10
N 1.74 -1.31 0.13
O 0.70 -0.74 -0.13
C 2.14 -2.49 -0.63
C 3.34 -3.13 -0.35
C 3.68 -4.24 -1.10
C 2.83 -4.70 -2.11
C 1.64 -4.04 -2.36
C 1.28 -2.92 -1.62
H 3.99 -2.77 0.43
H 4.61 -4.76 -0.90
H 3.10 -5.57 -2.69
H 0.97 -4.39 -3.14
H 0.36 -2.40 -1.81
*
```

No. 2
The following is a quantum chemistry calculation of a molecular structure, C8H29Br3N14O7, from OMol25.

Calculated values
Energy above the lowest of the compared OMol25 structures with the same formula, charge and spin = 0.0 kcal per mole
LUMO = 0.11 eV
Highest occupied orbital energy = -9.426 eV

Structure (ORCA input):
```
! wB97M-V def2-TZVPD RIJCOSX def2/J DEFGRID3
* xyz 0 1
C 6.28 10.72 7.76
O 6.90 10.63 6.71
N 5.74 9.68 8.42
N 6.12 11.89 8.35
H 5.76 8.80 7.97
H 5.65 9.74 9.43
H 5.75 11.98 9.27
H 6.48 12.71 7.94
C 6.68 8.47 12.03
O 5.92 8.88 12.88
N 6.31 7.51 11.16
N 7.92 8.92 11.84
H 5.79 6.82 11.62
H 6.87 7.11 10.39
H 8.45 8.48 11.10
H 8.30 9.61 12.44
C 5.94 12.22 11.80
O 5.84 13.31 11.31
N 5.04 11.16 11.44
N 6.90 11.79 12.67
H 5.15 10.22 11.94
H 4.11 11.52 11.61
H 7.45 12.49 13.00
H 6.64 10.97 13.26
C 14.75 6.99 13.74
O 15.06 8.05 13.21
N 13.66 6.75 14.52
N 15.56 5.92 13.40
H 13.15 7.61 14.60
H 13.50 5.90 14.99
H 15.57 5.02 13.83
H 16.35 6.27 12.88
C 13.16 10.31 15.15
O 12.57 9.21 15.06
N 12.68 11.25 16.12
N 14.21 10.72 14.36
H 13.40 11.74 16.54
H 12.07 10.70 16.74
H 14.61 9.92 13.83
H 14.72 11.56 14.64
C 9.42 8.20 8.17
O 8.57 7.65 8.90
N 9.22 9.34 7.56
N 10.58 7.51 8.02
H 9.87 9.67 6.84
H 8.27 9.62 7.39
H 10.68 6.78 8.73
H 11.34 7.89 7.44
C 14.74 13.87 14.49
O 15.28 13.11 15.28
N 13.37 13.94 14.31
N 15.51 14.74 13.78
H 13.00 14.51 13.52
H 12.77 13.24 14.74
H 15.04 15.48 13.26
H 16.48 14.65 14.11
C 11.81 10.17 11.97
Br 11.38 8.36 11.95
Br 10.36 11.21 12.65
Br 12.20 10.83 10.15
H 12.70 10.34 12.58
*
```

No. 3
The following is a quantum chemistry calculation of 2 unconnected molecules or ions with the total composition C3H4ClNO, from OMol25.

Calculated values
Energy above the lowest of the compared OMol25 structures with the same formula, charge and spin = 143.0 kcal per mole
LUMO (alpha / beta) = -4.64 / -4.64 eV
Highest occupied orbital energy (alpha / beta) = -11.312 / -11.310 eV

Structure (ORCA input):
```
! wB97M-V def2-TZVPD RIJCOSX def2/J DEFGRID3
* xyz 0 1
C -2.11 1.19 0.05
C 1.08 0.16 0.35
C 0.24 -0.67 -0.62
N -2.83 1.67 0.78
O -0.60 -0.07 -1.36
Cl -0.50 -2.11 0.34
H 1.72 -0.47 0.96
H 1.68 0.86 -0.22
H 0.39 0.71 0.99
H 0.93 -1.26 -1.27
*
```

No. 4
The following is a quantum chemistry calculation of a gas-phase ion, C19H33BrN3O3 (charge +1), from OMol25.

Calculated values
SMILES = CC[C@H](Br)c1c(CCCCCCCCOC(C)=O)n[nH+]c(CCO)c1N
LUMO = -4.87 eV
Highest occupied orbital energy = -12.071 eV

Structure (ORCA input):
```
! wB97M-V def2-TZVPD RIJCOSX def2/J DEFGRID3
* xyz 1 1
C -1.76 1.95 -4.08
C -2.21 1.12 -2.74
C -1.10 1.15 -1.52
Br 0.23 -0.38 -1.79
C -1.75 1.07 -0.02
C -1.21 1.94 1.30
C 0.09 2.98 1.08
C 1.50 2.39 1.68
C 1.56 0.76 1.84
C 3.12 0.18 1.72
C 3.09 -1.47 1.93
C 3.22 -2.29 0.48
C 4.72 -2.15 -0.18
C 4.71 -1.86 -1.81
O 4.02 -2.89 -2.60
C 2.90 -2.34 -3.39
C 2.95 -1.03 -4.38
O 1.72 -2.99 -3.32
N -1.79 1.88 2.67
N -2.82 1.01 2.88
C -3.55 0.09 1.94
C -4.82 -0.87 2.36
C -5.67 -0.32 3.65
O -6.37 0.98 3.41
C -3.02 0.04 0.35
N -3.67 -0.89 -0.65
H -0.58 1.86 -4.19
H -2.21 1.42 -5.04
H -2.11 3.08 -4.10
H -2.33 -0.02 -3.08
H -3.29 1.45 -2.39
H -0.45 2.14 -1.71
H 0.17 3.37 -0.02
H -0.18 3.93 1.74
H 1.62 2.83 2.78
H 2.46 2.76 1.08
H 1.22 0.49 2.93
H 0.94 0.18 1.02
H 3.52 0.37 0.62
H 3.83 0.63 2.54
H 3.87 -1.86 2.71
H 2.00 -1.72 2.35
H 2.34 -2.02 -0.26
H 3.07 -3.43 0.76
H 5.36 -3.11 0.07
H 5.19 -1.17 0.31
H 4.33 -0.77 -1.97
H 5.86 -1.91 -2.15
H 3.37 -0.07 -3.81
H 1.88 -0.71 -4.79
H 3.69 -1.23 -5.29
H -3.19 0.98 3.88
H -5.59 -0.94 1.46
H -4.49 -1.99 2.60
H -4.94 -0.13 4.57
H -6.47 -1.10 4.03
H -5.97 1.66 4.02
H -4.08 -1.75 -0.19
H -2.95 -1.26 -1.31
*
```

- Which formula does entry 2 have?
  C8H29Br3N14O7